A:
# C3H10S3

A cluster of 2 separate species, C3H10S3 in total (wB97M-V/def2-TZVPD, the Open Molecules 2025 dataset).

Geometry as XYZ:
```
16
Properties=species:S:1:pos:R:3
C 1.8499 1.0095 1.9511
S 3.1886 1.5869 0.8541
S 2.3956 2.9015 -0.4698
H 1.1856 1.7768 2.3796
H 1.1994 0.3436 1.3960
H 2.2290 0.6679 2.9159
H 1.3213 2.2542 -0.8402
C -0.9472 -2.1299 -0.8311
C -1.5179 -0.7167 -0.6215
S -1.8082 0.2304 -2.1283
H -0.0752 -2.0999 -1.4780
H -0.7365 -2.6555 0.0968
H -1.7903 -2.6948 -1.2401
H -0.9103 -0.0926 0.0406
H -2.4782 -0.7809 -0.1145
H -3.1056 0.3994 -1.9107
```

Results
Gap between HOMO and LUMO, eV: 9.118
SMILES: CCS.CSS

---

B:
# C3H10S3

A structure of composition C3H10S3 (wB97M-V/def2-TZVPD, the Open Molecules 2025 dataset).

Geometry as XYZ:
```
16
Properties=species:S:1:pos:R:3
S 1.3195 1.1253 1.7739
C 2.7693 1.0156 0.7119
C 0.1678 0.2163 0.7303
H 3.6007 1.5389 1.2135
H 2.5907 1.4946 -0.2655
H 3.0657 -0.0330 0.5408
H 0.0340 0.7091 -0.2474
H 0.5090 -0.8185 0.5590
H -0.8074 0.1845 1.2447
S 2.8055 -1.2955 2.9127
S 2.3990 -2.1207 1.0822
C 0.7889 -2.8821 1.3650
H 2.1943 -0.1047 2.7370
H 0.5196 -3.4293 0.4458
H 0.0070 -2.1315 1.5694
H 0.8181 -3.5972 2.2043
```

Results
Gap between HOMO and LUMO, eV: 8.606

---

A wins, 0.0139 hartree ahead of the next structure.

---

A:
# C2H2ClNO

A cluster of 2 separate species, C2H2ClNO in total (wB97M-V/def2-TZVPD, the Open Molecules 2025 dataset).

Geometry as XYZ:
```
7
Properties=species:S:1:pos:R:3
C -1.6182 -0.1844 -0.9973
C 0.5689 -0.3056 0.4939
N -2.7161 -0.1701 -1.2863
O 1.4317 0.3524 -0.2200
Cl 0.1048 0.3083 1.9951
H 0.5372 -1.3037 0.3265
H 1.6917 1.3030 -0.3118
```

Results
Gap between HOMO and LUMO, eV: 7.877

---

B:
# C2H2ClNO

A cluster of 2 separate species, C2H2ClNO in total (wB97M-V/def2-TZVPD, the Open Molecules 2025 dataset).

Geometry as XYZ:
```
7
Properties=species:S:1:pos:R:3
C 1.8580 1.4731 0.1332
C 1.6816 0.1735 0.5576
N 1.9780 2.5157 -0.3540
O -0.9876 0.7657 -0.6933
Cl 2.3249 -1.0640 -0.3396
H 0.9569 0.0432 1.3690
H -1.3670 0.1113 -0.1163
```

Results
Gap between HOMO and LUMO (alpha / beta), eV: 10.473 / 7.069

---

A wins, 0.0095 hartree ahead of the next structure.

---

A:
# C3H8SSi

An isolated molecule of C3H8SSi (wB97M-V/def2-TZVPD, the Open Molecules 2025 dataset).

Geometry as XYZ:
```
13
Properties=species:S:1:pos:R:3
C 0.7941 -0.8774 -0.4172
C 0.8777 1.0305 0.3638
C -0.3835 -1.6168 0.2453
Si -1.0701 1.5057 -0.0672
S -1.8107 -0.4842 0.2662
H 0.7210 -0.7223 -1.4630
H 1.7917 -1.3427 -0.1460
H 1.3621 0.9141 1.3492
H 1.5131 1.4588 -0.4199
H -0.4810 -2.6057 -0.2027
H -0.0127 -1.5619 1.3120
H -1.9886 2.3478 0.6487
H -1.3131 1.9541 -1.4690
```

Results
Gap between HOMO and LUMO, eV: 9.514

---

B:
# C3H8SSi

A cluster of 2 separate species, C3H8SSi in total (wB97M-V/def2-TZVPD, the Open Molecules 2025 dataset).

Geometry as XYZ:
```
13
Properties=species:S:1:pos:R:3
C -3.9791 0.4864 -0.1684
C 1.2691 1.7778 -0.9046
C 1.8100 0.1437 1.6274
Si 0.4315 0.7640 0.4895
S -5.5411 0.4040 -0.4178
H -3.5614 1.2531 0.4146
H -3.3484 -0.1839 -0.6165
H 0.7204 1.6387 -1.8591
H 1.6295 2.7926 -0.7915
H 2.2769 1.2741 -0.8796
H 1.6436 -0.9344 1.8630
H 2.7539 0.1586 1.1253
H 1.8282 0.7917 2.4788
```

Results
Gap between HOMO and LUMO, eV: 7.538

---

C:
# C3H8SSi

An isolated molecule of C3H8SSi (wB97M-V/def2-TZVPD, the Open Molecules 2025 dataset).

Geometry as XYZ:
```
13
Properties=species:S:1:pos:R:3
C 1.0883 1.2886 -0.2328
C -1.5616 0.4616 0.2052
C 1.4176 -0.0102 -0.8196
Si -0.9525 -1.0631 0.9357
S 1.1099 -1.5810 0.1079
H 0.9467 2.1653 -0.7846
H 1.3770 1.4344 0.8141
H -2.4293 0.9383 0.6203
H -1.7911 0.2476 -0.8533
H 0.9184 -0.1799 -1.7297
H 2.5168 -0.0680 -1.0792
H -0.8011 -1.3767 2.3363
H -1.8390 -2.2568 0.4798
```

Results
Gap between HOMO and LUMO, eV: 7.153

---

A wins, 0.0469 hartree ahead of the next structure.